1.
Here is a cluster of 2 separate species, C5H8BrN2 in total from the Open Molecules 2025 dataset. Energies are from the ωB97M-V functional and the def2-TZVPD basis.

Calculated values
relative energy (zero: lowest compared OMol25 entry of this formula, charge and spin): 460.4 kJ/mol
total energy: -78326.8197 eV
total charge: +1
highest occupied orbital energy (spin up / spin down): -13.78 / -13.78 eV
LUMO level (spin up / spin down): -4.144 / -4.144 eV

Each line ends with the natural charge from an NBO analysis.
Element x y z (Å)
C: 0.10438 -1.76716 -0.04150  -0.38
C: -0.99710 -1.80155 0.76547  0.05
C: 0.37582 -0.47025 -0.31752  0.19
C: -0.83871 1.72406 0.24032  -0.41
C: 2.39902 0.20646 -0.95222  -0.41
N: -1.43113 -0.55234 0.83237  -0.30
N: -0.57306 0.30314 0.24094  -0.17
Br: 3.58012 0.36600 0.37549  0.28
H: 0.72278 -2.53569 -0.42522  0.26
H: -1.39540 -2.68471 1.22845  0.26
H: -0.28883 2.23486 1.12322  0.23
H: -0.37861 2.10160 -0.63303  0.24
H: -1.81010 2.02704 0.31793  0.24
H: 1.94358 1.10131 -1.37440  0.22
H: 2.18378 -0.63794 -1.65092  0.26
H: -2.22175 -0.32013 1.44798  0.45



2.
Here is a cluster of 2 separate species, C5H8BrNO3 in total from the Open Molecules 2025 dataset. Energies are from the ωB97M-V functional and the def2-TZVPD basis.

Calculated values
relative energy (zero: lowest compared OMol25 entry of this formula, charge and spin): 0.0 kJ/mol
total energy: -82985.1216 eV
highest occupied orbital energy: -8.89 eV
LUMO level: 0.533 eV

Each line ends with the natural charge from an NBO analysis.
Element x y z (Å)
C: -1.72257 -0.88570 -0.44630  0.71
C: 0.84264 0.08111 -1.24133  -0.62
C: -0.70018 -1.23910 0.25993  -0.55
C: 0.72103 -0.81314 -0.01586  -0.38
C: -2.82600 1.16453 1.12492  -0.17
N: -1.74294 1.85936 1.20218  0.35
O: -1.31807 2.65936 0.37598  -0.49
O: -2.65029 -0.61775 -1.10420  -0.48
O: -0.95552 1.65745 2.33400  -0.55
Br: -3.32745 0.01418 2.48923  0.11
H: 0.28523 1.00640 -1.10638  0.22
H: 1.88596 0.33322 -1.41823  0.22
H: 0.45817 -0.42351 -2.12567  0.21
H: -0.20780 2.27453 2.27139  0.50
H: -0.86774 -1.87159 1.11862  0.27
H: 1.32850 -1.71415 -0.15281  0.21
H: 1.11429 -0.29328 0.86424  0.20
H: -3.46926 1.30944 0.27731  0.25